50
Properties=species:S:1:pos:R:3 method="wB97M-V/def2-TZVPD" molar_mass_g_mol=279.327 smiles=CCN1CCCC1.O.O.O.O.O.O.O.O.O.O homo_ev=-9.2 relative_energy_kcal_mol=66.3
C 0.585 0.833 0.847
O 3.112 -0.966 1.754
H -1.004 0.295 3.783
N -0.494 -0.085 0.446
H 3.483 1.730 -1.964
H 1.159 0.600 2.893
H -2.368 -0.041 -0.366
C -1.065 0.580 -1.961
H 0.663 1.834 0.402
O -1.745 -3.495 2.160
H 0.464 4.269 -0.616
O -0.052 -2.879 -2.861
H 1.574 -0.404 -3.167
C -1.120 -0.479 1.729
H 3.420 2.824 0.510
H -1.805 1.542 -0.206
H -1.683 1.440 2.710
C -1.435 0.543 -0.463
C -0.959 0.632 2.748
H -0.169 -3.806 -3.055
O 1.943 -0.981 -3.856
H 2.296 -1.444 1.954
H -0.833 -3.535 1.784
H -2.180 -0.778 1.572
H 2.344 1.372 -1.058
O -0.266 3.666 -0.807
H -0.833 -0.467 -2.238
H 0.704 -2.510 -3.376
O -0.152 -3.367 -0.244
H 2.878 -1.107 -3.737
H -2.348 -3.232 -0.808
H -2.206 3.591 0.805
H 2.973 -0.693 0.836
H -0.288 -2.423 -0.443
O 3.378 1.874 0.694
H 0.078 3.151 -1.538
H 3.133 1.794 1.642
H 0.340 2.240 2.621
H 0.625 -3.455 -0.809
H -2.125 -3.309 1.274
O -3.130 -2.820 -0.410
H -2.374 2.241 1.518
H -0.711 -1.380 2.164
C 0.422 1.199 2.334
H -0.314 1.325 -2.211
H 1.572 0.350 0.703
H -3.251 -1.938 -0.749
O -2.762 3.124 1.447
H -2.007 0.736 -2.493
O 2.534 1.812 -1.894

=====

44
Properties=species:S:1:pos:R:3 method="wB97M-V/def2-TZVPD" molar_mass_g_mol=293.371 smiles="CCCCCCn1c(NCC)nc2c1c(=O)[nH]c(=O)n2C" homo_ev=-7.8 relative_energy_kcal_mol=0.0
N -3.106 0.952 -0.156
H 2.523 -4.583 -1.413
H -3.476 -2.335 1.813
C 1.044 1.353 -1.848
C -1.942 1.361 -0.818
C 1.482 2.533 -0.974
C 2.795 1.403 2.544
H 3.507 2.223 2.659
C 2.523 -2.632 -0.500
N 2.165 -1.257 -0.781
H 1.907 0.927 -2.369
C -2.457 -2.303 1.431
C -3.358 -0.191 0.577
N -2.306 -1.074 0.686
C 1.795 1.747 1.439
H -3.893 1.587 -0.223
C -0.922 0.385 -0.646
C 3.547 0.103 2.279
H 2.249 1.305 3.485
H 4.196 0.195 1.412
H 3.126 1.362 -0.216
H 1.936 3.266 -1.644
H 0.331 1.721 -2.591
H -2.269 -3.155 0.778
H 1.937 -2.935 0.368
C 2.241 -3.567 -1.672
N -0.010 -1.542 0.092
H 1.164 2.572 1.778
O -1.905 2.415 -1.425
N 0.388 0.310 -1.104
C 0.880 -0.858 -0.619
O -4.439 -0.391 1.086
H 2.666 -0.827 -1.546
H 3.586 -2.651 -0.244
H 3.104 3.031 0.344
H 1.150 0.884 1.276
C 2.474 2.164 0.134
H 1.180 -3.550 -1.910
C -1.123 -0.778 0.081
H 2.804 -3.265 -2.553
H 0.592 2.991 -0.542
H -1.743 -2.324 2.254
H 2.846 -0.709 2.099
H 4.164 -0.156 3.136

=====

18
Properties=species:S:1:pos:R:3 method="wB97M-V/def2-TZVPD" molar_mass_g_mol=114.128 homo_ev="-7.3 / -7.9" relative_energy_kcal_mol=61.6
H -0.099 1.772 -1.528
H 1.209 -0.386 1.411
P -0.663 -1.891 0.840
C 0.923 1.307 -1.543
H -0.858 0.220 2.031
C -0.416 -0.636 -0.615
H 1.673 2.060 -1.297
C 1.727 -0.063 0.598
H 1.323 0.867 -2.394
H -1.091 -1.222 3.110
H -2.359 -0.483 2.010
H 2.210 0.930 0.619
H 2.394 -0.796 0.282
H -1.566 0.381 -2.234
C -1.280 -0.709 2.133
C 0.748 0.153 -0.575
C -1.483 -0.488 -1.507
H -2.392 -1.016 -1.345

=====

14
Properties=species:S:1:pos:R:3 method="wB97M-V/def2-TZVPD" molar_mass_g_mol=84.118 smiles=C1C[C@@H]2C[C@@H]2O1 homo_ev=-9.0 relative_energy_kcal_mol=53.7
C 0.500 0.239 0.761
C -0.757 0.954 0.224
H 1.653 0.762 -1.079
C -1.467 -0.277 -0.313
C 0.627 -1.059 -0.227
C 1.574 0.086 -0.249
H -2.315 -0.120 -0.981
H -1.402 1.395 1.002
O -0.526 -1.066 -1.035
H 2.504 -0.241 0.202
H -1.656 -0.790 0.623
H 0.751 0.449 1.817
H -0.547 1.745 -0.515
H 1.061 -2.077 -0.230